(1)
A 2-piece molecular cluster, H5N2P overall at a distorted geometry, computed with wB97M-V/def2-TZVPD.

## Properties
Energy relative to the best compared isomer or geometry (same formula, charge and spin)   3.693 eV
HOMO energy   -8.17 eV
LUMO level   0.81 eV

Structure (ORCA input):
```
! RIJCOSX wB97M-V def2-TZVPD def2/J DEFGRID3
* xyz 0 1
N -0.796 -0.693 0.611
N 0.344 -0.094 0.609
P 0.844 0.362 -1.024
H -1.056 -1.103 1.398
H -0.908 -1.335 -0.206
H 1.512 -0.743 1.152
H -0.435 0.525 -1.427
H 0.961 -0.868 -1.584
*
```

---

(2)
C38H32N2O3Pb as an isolated structure at a distorted geometry, computed with wB97M-V/def2-TZVPD.

## Properties
Energy relative to the best compared isomer or geometry (same formula, charge and spin)   0.289 eV
HOMO energy (spin up / spin down)   -11.12 / -11.12 eV
LUMO level (spin up / spin down)   -2.41 / -5.10 eV

Structure (ORCA input):
```
! RIJCOSX wB97M-V def2-TZVPD def2/J DEFGRID3
* xyz 1 2
Pb 0.302 -0.282 -0.305
O -1.185 1.275 -1.524
C -2.097 0.837 -2.469
C -2.396 -0.658 -2.234
C -2.938 -0.834 -0.846
C -4.299 -0.913 -0.606
C -4.745 -0.968 0.703
C -3.820 -0.931 1.731
C -2.467 -0.850 1.433
C -1.445 -0.808 2.533
C -0.651 0.520 2.637
O 0.239 0.664 1.563
C 0.201 0.546 3.914
C 0.111 -0.377 4.946
C 0.925 -0.263 6.073
C 1.837 0.770 6.175
C 1.936 1.699 5.142
C 1.126 1.587 4.028
C -1.646 1.685 2.694
C -1.660 2.669 1.719
C -2.575 3.716 1.787
C -3.490 3.780 2.825
C -3.477 2.798 3.810
C -2.556 1.766 3.747
N -2.049 -0.811 0.158
C -1.216 1.115 -3.703
C -0.609 0.110 -4.452
C 0.175 0.443 -5.546
C 0.385 1.775 -5.876
C -0.198 2.781 -5.117
C -0.992 2.454 -4.032
C -3.388 1.639 -2.480
C -4.228 1.593 -3.587
C -5.442 2.262 -3.567
C -5.821 2.982 -2.440
C -4.982 3.029 -1.337
C -3.768 2.355 -1.355
H -3.108 -1.025 -2.972
H -1.473 -1.227 -2.344
H -4.989 -0.922 -1.438
H -5.803 -1.029 0.919
H -4.134 -0.948 2.765
H -1.977 -0.987 3.465
H -0.732 -1.626 2.400
H -0.587 -1.202 4.903
H 0.831 -0.987 6.873
H 2.460 0.864 7.055
H 2.639 2.519 5.217
H 1.193 2.311 3.227
H -0.941 2.632 0.913
H -2.564 4.486 1.026
H -4.199 4.596 2.880
H -4.174 2.850 4.636
H -2.530 1.028 4.542
H -0.766 -0.934 -4.221
H 0.621 -0.340 -6.144
H 1.002 2.028 -6.728
H -0.035 3.819 -5.372
H -1.458 3.229 -3.437
H -3.927 1.047 -4.475
H -6.089 2.231 -4.434
H -6.766 3.508 -2.427
H -5.271 3.588 -0.456
H -3.118 2.382 -0.489
O 1.316 -2.082 0.856
N 1.637 -2.129 2.138
C 2.256 -1.089 2.725
C 2.612 -1.149 4.054
C 2.325 -2.286 4.789
C 1.675 -3.340 4.166
C 1.333 -3.238 2.836
H 2.430 -0.236 2.090
H 3.096 -0.293 4.500
H 2.597 -2.348 5.833
H 1.427 -4.246 4.699
H 0.836 -4.006 2.265
*
```